Density functional theory data (the ωB97M-V functional and the def2-TZVPD basis) for a molecular structure, C61H53HfN2O4P2S.

Summary:
2S+1: 1
Total energy in hartree: -3894.95884
Molar mass in g/mol: 1150.610
Total charge: +3
Lowest unoccupied orbital energy in eV: -7.90
Largest force on an atom in eV/A: 2.8

Geometry (Å):
Hf (-0.353, 0.348, -0.078)
O (-0.842, 0.420, 1.773)
C (-0.682, 1.424, 2.654)
C (-0.671, 1.092, 4.014)
C (-0.453, 2.045, 4.988)
C (-0.305, 3.381, 4.636)
C (-0.385, 3.746, 3.310)
C (-0.562, 2.790, 2.297)
C (-0.597, 3.237, 0.919)
N (-0.168, 2.537, -0.138)
C (-0.351, 3.335, -1.246)
C (-0.875, 4.524, -0.851)
N (-1.018, 4.451, 0.505)
H (-0.814, 0.053, 4.270)
H (-0.385, 1.747, 6.022)
H (-0.147, 4.131, 5.394)
H (-0.259, 4.784, 3.039)
H (-0.065, 3.001, -2.228)
H (-1.149, 5.391, -1.416)
H (-1.400, 5.187, 1.079)
C (4.946, -3.860, -2.316)
C (4.850, -3.503, -0.818)
C (5.988, -4.184, -0.051)
C (4.931, -1.991, -0.705)
C (6.142, -1.306, -0.721)
C (6.199, 0.077, -0.683)
C (5.037, 0.820, -0.670)
C (3.815, 0.161, -0.676)
P (2.251, 1.104, -0.719)
C (2.683, 2.145, -2.155)
C (2.711, 3.534, -2.213)
C (3.209, 4.164, -3.345)
C (3.653, 3.421, -4.429)
C (3.560, 2.037, -4.401)
C (3.077, 1.405, -3.273)
C (2.545, 1.951, 0.881)
C (2.156, 1.174, 1.975)
C (2.453, 1.568, 3.266)
C (3.149, 2.749, 3.480)
C (3.559, 3.513, 2.400)
C (3.264, 3.120, 1.103)
C (3.770, -1.227, -0.668)
O (2.494, -1.763, -0.605)
C (2.427, -3.093, -0.252)
C (1.174, -3.499, 0.197)
C (0.962, -4.814, 0.588)
C (2.013, -5.707, 0.512)
C (3.256, -5.291, 0.064)
C (3.500, -3.972, -0.309)
P (-0.175, -2.304, -0.028)
C (-1.297, -2.884, 1.293)
C (-0.748, -2.614, 2.551)
C (-1.427, -2.950, 3.704)
C (-2.675, -3.552, 3.610)
C (-3.218, -3.835, 2.368)
C (-2.536, -3.503, 1.205)
C (-0.548, -2.741, -1.764)
C (-0.959, -3.999, -2.189)
C (-1.152, -4.235, -3.542)
C (-0.892, -3.238, -4.470)
C (-0.467, -1.985, -4.049)
C (-0.313, -1.731, -2.699)
H (5.914, -3.561, -2.708)
H (4.169, -3.355, -2.889)
H (4.838, -4.932, -2.455)
H (6.951, -3.827, -0.399)
H (5.978, -5.256, -0.219)
H (5.904, -3.991, 1.016)
H (7.068, -1.854, -0.760)
H (7.156, 0.574, -0.677)
H (5.072, 1.898, -0.652)
H (2.365, 4.123, -1.379)
H (3.255, 5.242, -3.384)
H (4.062, 3.920, -5.293)
H (3.870, 1.450, -5.252)
H (3.050, 0.325, -3.238)
H (1.664, 0.211, 1.790)
H (2.147, 0.962, 4.104)
H (3.391, 3.061, 4.485)
H (4.123, 4.418, 2.569)
H (3.624, 3.717, 0.280)
H (-0.003, -5.127, 0.956)
H (1.862, -6.735, 0.803)
H (4.050, -6.015, 0.009)
H (0.238, -2.160, 2.614)
H (-0.981, -2.763, 4.671)
H (-3.216, -3.801, 4.509)
H (-4.177, -4.324, 2.300)
H (-2.957, -3.761, 0.246)
H (-1.134, -4.788, -1.470)
H (-1.510, -5.196, -3.875)
H (-1.025, -3.436, -5.522)
H (-0.276, -1.211, -4.777)
H (-0.011, -0.724, -2.340)
O (-2.315, 1.298, -0.448)
S (-3.715, 1.399, -1.091)
C (-4.342, 3.046, -0.715)
C (-4.390, 3.499, 0.594)
C (-5.116, 4.642, 0.878)
C (-5.786, 5.312, -0.136)
C (-5.684, 4.880, -1.448)
C (-4.962, 3.736, -1.746)
C (-4.839, 0.599, 0.084)
C (-4.367, 0.020, 1.249)
C (-5.266, -0.581, 2.117)
C (-6.622, -0.577, 1.835)
C (-7.082, 0.007, 0.663)
C (-6.191, 0.588, -0.224)
H (-3.887, 2.954, 1.380)
H (-5.193, 4.990, 1.895)
H (-6.398, 6.167, 0.103)
H (-6.188, 5.417, -2.235)
H (-4.899, 3.373, -2.761)
H (-3.312, 0.074, 1.498)
H (-4.900, -1.039, 3.020)
H (-7.324, -1.027, 2.520)
H (-8.137, 0.019, 0.448)
H (-6.550, 1.032, -1.140)
C (-3.406, -1.684, -1.984)
O (-2.568, -1.212, -0.915)
H (-4.419, -1.295, -1.879)
H (-3.451, -2.774, -2.003)
H (-2.977, -1.340, -2.921)
H (-3.053, -1.395, -0.091)

Atomic forces in eV per Å
Hf -2.6 0.8 -0.5
O 0.6 0.0 -1.1
C -0.3 1.3 1.8
C 0.0 -0.2 -0.6
C 0.0 0.1 -0.1
C -0.1 -0.1 0.1
C 0.0 -0.3 -0.2
C -0.2 -0.5 0.4
C 0.2 0.2 -0.1
N 0.0 0.7 0.5
C -0.1 0.3 -0.2
C 0.2 -0.3 -0.5
N 0.1 -0.4 0.2
H 0.0 -0.1 0.1
H -0.1 0.0 0.1
H 0.1 0.1 0.1
H 0.0 0.1 0.0
H -0.1 0.1 -0.1
H 0.0 0.2 -0.1
H 0.0 -0.1 0.1
C 0.0 0.0 0.1
C 0.1 -0.1 -0.2
C -0.2 0.1 -0.1
C -0.2 -0.1 0.1
C -0.2 0.0 0.1
C 0.0 0.1 0.0
C -0.1 -0.1 0.0
C -0.6 -0.8 -0.1
P 1.4 0.7 0.5
C -0.5 -0.1 -0.1
C 0.0 -0.1 0.1
C 0.0 0.1 0.0
C -0.1 0.0 0.0
C 0.0 0.0 -0.1
C 0.0 0.0 0.1
C -0.2 -0.2 0.0
C 0.1 0.0 -0.4
C 0.1 0.0 0.1
C 0.0 -0.1 0.0
C 0.0 0.1 0.0
C -0.1 0.1 -0.1
C 0.2 0.5 0.0
O 0.7 -0.4 -0.2
C -0.3 -0.4 0.3
C 0.3 0.6 0.0
C 0.1 0.2 0.0
C 0.0 -0.1 0.0
C -0.1 0.1 0.0
C 0.0 0.3 -0.1
P 0.2 -2.2 -0.2
C 0.1 0.4 0.0
C 0.0 0.0 -0.1
C 0.0 0.0 0.0
C 0.0 0.0 0.0
C -0.1 0.0 0.0
C 0.1 0.0 -0.1
C 0.0 0.3 0.2
C 0.1 0.2 0.1
C 0.0 0.0 0.0
C 0.0 0.1 0.1
C 0.0 0.3 -0.2
C -0.1 -0.2 0.4
H 0.1 0.1 -0.1
H -0.1 0.0 -0.1
H 0.0 -0.1 0.0
H 0.1 0.0 0.0
H 0.0 -0.1 0.0
H 0.0 0.0 0.1
H 0.1 -0.1 0.0
H 0.1 0.1 0.0
H 0.1 0.1 -0.1
H 0.0 0.1 0.0
H 0.0 0.1 0.0
H 0.0 0.0 -0.1
H 0.1 0.0 -0.1
H 0.0 -0.1 0.0
H 0.2 0.0 0.2
H 0.0 -0.1 0.0
H 0.0 0.0 0.1
H 0.0 0.1 0.0
H 0.0 0.0 -0.1
H -0.1 -0.1 0.0
H 0.0 -0.1 0.0
H 0.1 -0.1 0.0
H 0.0 0.0 0.1
H 0.0 0.0 0.1
H -0.1 -0.1 0.1
H -0.1 -0.1 0.0
H -0.1 0.0 -0.2
H 0.0 -0.1 0.0
H 0.0 -0.1 0.0
H 0.0 0.0 -0.1
H 0.0 0.1 -0.1
H 0.1 -0.3 -0.5
O 0.5 -0.1 0.0
S -0.5 0.4 0.7
C 0.3 -0.2 -0.3
C 0.1 0.1 0.1
C 0.2 -0.2 0.1
C 0.0 0.0 -0.2
C -0.1 0.1 0.1
C 0.2 -0.3 -0.1
C 0.2 -0.3 -0.1
C 0.3 0.1 -0.1
C 0.0 0.0 0.1
C 0.1 0.0 -0.1
C 0.0 0.0 0.1
C 0.1 0.0 -0.2
H 0.0 -0.1 0.1
H 0.0 0.0 0.2
H 0.0 0.1 0.0
H -0.1 0.1 -0.1
H 0.0 0.0 -0.1
H 0.0 -0.1 0.0
H 0.0 0.0 0.2
H 0.0 0.0 0.1
H -0.1 0.0 -0.1
H -0.1 0.1 -0.1
C 0.0 -0.2 -0.4
O -0.3 -0.1 0.6
H 0.0 0.1 0.1
H 0.1 0.0 0.1
H 0.0 0.0 0.0
H 0.1 0.1 -0.1

Here are the Löwdin charges for atoms 1 to 8, given in e: 1.64, -0.26, -0.31, 0.00, -0.03, -0.04, 0.00, -0.09

Density functional theory data (the ωB97M-V functional and the def2-TZVPD basis) for a molecular structure, C31H34AsCl3N8O3SV.

Summary:
2S+1: 4
Total energy in hartree: -6824.03431
Molar mass in g/mol: 830.958
Lowest unoccupied orbital energy (alpha / beta) in eV: -0.05 / -0.06
Largest force on an atom in eV/A: 2.2

Geometry (Å):
V (-1.573, 0.221, 0.458)
Cl (0.054, 6.074, 5.355)
C (-0.221, 4.725, 4.273)
C (-1.515, 4.380, 3.916)
C (-1.709, 3.312, 3.057)
Cl (-3.389, 2.934, 2.666)
C (-0.672, 2.557, 2.513)
O (-0.843, 1.613, 1.720)
C (0.612, 2.946, 2.916)
Cl (1.998, 2.076, 2.294)
C (0.854, 4.002, 3.772)
H (-2.364, 4.926, 4.296)
H (1.870, 4.257, 4.035)
O (-2.187, -1.192, -0.739)
N (-1.472, -1.573, -1.698)
N (-0.429, -0.810, -1.838)
O (-0.245, 0.316, -1.168)
C (0.589, -1.249, -2.715)
C (1.712, -0.440, -2.844)
C (2.750, -0.842, -3.669)
C (2.669, -2.036, -4.368)
C (1.536, -2.826, -4.228)
C (0.492, -2.449, -3.405)
H (1.755, 0.472, -2.266)
H (3.629, -0.216, -3.757)
H (3.480, -2.357, -5.006)
H (1.460, -3.760, -4.767)
H (-0.385, -3.070, -3.294)
N (-5.406, -0.496, 1.896)
C (-4.889, -1.393, 2.812)
C (-3.532, -1.304, 2.690)
N (-3.216, -0.371, 1.735)
C (-4.356, 0.080, 1.269)
C (-4.333, 1.110, 0.203)
N (-3.175, 1.462, -0.297)
C (-3.417, 2.522, -1.137)
C (-4.755, 2.792, -1.141)
N (-5.336, 1.874, -0.280)
H (-6.383, -0.331, 1.724)
H (-5.517, -1.983, 3.446)
H (-2.769, -1.829, 3.234)
H (-2.607, 3.041, -1.628)
H (-5.336, 3.535, -1.648)
H (-6.300, 1.861, -0.001)
C (0.579, -1.741, 3.294)
As (0.287, -1.519, 1.385)
C (2.114, -1.415, 0.772)
C (-0.171, -3.370, 0.907)
C (0.963, -4.338, 0.876)
C (1.438, -4.934, 2.040)
C (2.529, -5.786, 2.008)
C (3.163, -6.064, 0.805)
C (2.691, -5.484, -0.362)
C (1.603, -4.628, -0.326)
H (1.506, -2.286, 3.485)
H (-0.255, -2.290, 3.731)
H (0.636, -0.754, 3.756)
H (2.627, -2.355, 0.993)
H (2.608, -0.582, 1.289)
H (2.123, -1.223, -0.299)
H (-0.665, -3.299, -0.065)
H (-0.924, -3.679, 1.641)
H (0.942, -4.736, 2.981)
H (2.886, -6.234, 2.923)
H (4.013, -6.729, 0.776)
H (3.172, -5.700, -1.307)
H (1.254, -4.162, -1.243)
C (3.032, 4.444, -1.331)
N (2.118, 3.701, -2.153)
C (2.491, 3.225, -3.465)
C (1.253, 2.417, -3.903)
N (0.265, 2.792, -2.905)
C (0.823, 3.476, -1.865)
S (0.004, 3.937, -0.488)
H (3.904, 3.831, -1.091)
H (2.517, 4.714, -0.411)
H (3.366, 5.350, -1.843)
H (3.396, 2.615, -3.409)
H (2.692, 4.067, -4.137)
H (1.446, 1.338, -3.892)
H (0.918, 2.697, -4.904)
H (-0.472, 2.143, -2.650)

Atomic forces in eV per Å
V 0.9 0.9 0.9
Cl 0.0 -0.1 -0.1
C -0.1 -0.1 0.0
C 0.3 0.0 0.0
C -1.0 0.9 0.7
Cl 0.5 0.0 0.0
C 0.1 0.3 0.2
O -0.3 -1.8 -1.2
C 0.9 0.6 0.5
Cl -0.3 0.0 0.0
C -0.1 0.0 0.0
H 0.0 0.1 0.1
H 0.0 0.0 0.0
O -1.3 -0.9 -0.3
N 1.1 0.5 -0.1
N -0.3 -0.6 -0.3
O -0.3 -0.1 0.0
C 0.4 0.4 -0.2
C 0.0 -0.5 0.3
C 0.1 -0.1 0.0
C -0.1 0.1 0.1
C 0.0 -0.2 -0.1
C -0.1 -0.1 -0.1
H 0.1 -0.2 0.1
H 0.0 0.0 0.0
H 0.1 0.0 -0.1
H 0.0 0.0 0.0
H 0.0 0.0 0.0
N 0.1 -0.1 0.0
C 0.3 0.2 -0.2
C -0.3 0.2 0.0
N -0.2 -0.3 0.0
C -0.2 0.7 -0.7
C -0.2 -0.7 0.9
N -0.1 0.2 -0.2
C -0.2 -0.1 0.1
C 0.2 -0.2 0.2
N 0.3 0.2 -0.1
H 0.1 0.0 0.0
H -0.1 -0.1 0.1
H 0.0 0.0 0.0
H -0.1 0.0 0.0
H -0.1 0.1 -0.1
H 0.0 0.0 0.0
C 0.2 0.0 0.1
As -0.4 0.2 0.2
C 0.4 0.1 0.2
C -0.3 -0.2 -0.1
C 0.0 0.0 -0.1
C 0.0 0.0 0.0
C 0.0 0.0 -0.1
C 0.0 0.0 0.0
C 0.0 0.0 0.0
C 0.0 0.0 0.0
H -0.1 0.0 0.0
H 0.0 0.0 0.0
H 0.0 0.0 0.0
H 0.0 0.2 0.0
H -0.2 -0.2 -0.2
H 0.1 0.0 0.0
H 0.0 -0.1 0.1
H 0.0 0.1 -0.1
H 0.0 0.0 0.1
H 0.0 -0.1 0.1
H 0.1 -0.1 0.0
H 0.0 0.0 0.0
H 0.0 0.0 0.0
C 0.0 0.1 0.1
N 0.1 0.0 0.1
C 0.0 -0.1 -0.2
C 0.1 0.0 -0.3
N -0.3 -0.1 0.0
C -0.3 0.0 0.4
S 0.1 0.0 -0.3
H 0.0 0.0 0.0
H 0.0 0.0 0.0
H 0.0 0.0 0.0
H 0.0 0.0 0.0
H 0.0 0.0 0.0
H -0.1 0.7 -0.3
H 0.1 0.0 0.0
H 0.2 0.1 0.0

Here are the Löwdin charges for atoms 1 to 8, given in e: 0.61, 0.62, -0.68, -0.15, -0.53, 0.72, -0.57, -0.25

Density functional theory data (the ωB97M-V functional and the def2-TZVPD basis) for C14H18N2O4 in the gas phase.

Summary:
2S+1: 1
SMILES: C[C@H](NC(=O)Nc1ccc2c(c1)OCO2)[C@@H]1CCCO1
Total energy in hartree: -954.76597
Molar mass in g/mol: 278.308
Lowest unoccupied orbital energy in eV: 0.77
Largest force on an atom in eV/A: 1.3

Geometry (Å):
C (-2.537, -0.275, 2.560)
H (-2.289, -1.190, 3.092)
H (-1.826, 0.502, 2.832)
H (-3.533, 0.044, 2.857)
C (-2.485, -0.512, 1.055)
N (-1.195, -1.058, 0.703)
C (-1.032, -1.998, -0.253)
O (-1.943, -2.638, -0.743)
N (0.274, -2.275, -0.623)
C (1.469, -1.607, -0.365)
C (2.640, -2.357, -0.271)
C (3.881, -1.769, -0.054)
C (3.916, -0.402, 0.070)
C (2.753, 0.359, -0.042)
C (1.523, -0.207, -0.266)
H (0.656, 0.418, -0.388)
O (3.062, 1.686, 0.090)
C (4.457, 1.738, 0.299)
O (4.986, 0.431, 0.285)
H (4.926, 2.335, -0.500)
H (4.666, 2.211, 1.273)
H (4.778, -2.360, 0.017)
H (2.580, -3.430, -0.372)
H (0.359, -3.160, -1.105)
H (-0.400, -0.545, 1.046)
H (-3.240, -1.245, 0.753)
C (-2.728, 0.802, 0.281)
C (-2.937, 0.599, -1.237)
H (-3.912, 0.982, -1.536)
C (-1.807, 1.409, -1.883)
H (-0.966, 0.761, -2.134)
C (-1.422, 2.370, -0.757)
H (-2.092, 3.243, -0.753)
O (-1.582, 1.631, 0.433)
H (-0.388, 2.717, -0.798)
H (-2.123, 1.934, -2.781)
H (-2.886, -0.454, -1.502)
H (-3.601, 1.310, 0.718)

Atomic forces in eV per Å
C 0.0 -0.1 -0.3
H 0.0 -0.1 0.1
H 0.1 0.1 0.1
H -0.1 0.1 0.1
C -0.2 0.3 0.0
N 0.1 0.3 0.1
C 0.4 -0.2 0.1
O -0.4 -0.2 -0.2
N -0.1 -0.4 -0.3
C 0.4 0.2 0.1
C -0.3 0.0 0.0
C 0.2 0.5 0.0
C -0.5 0.2 -0.1
C 0.5 -0.4 0.1
C 0.2 0.2 0.0
H -0.2 0.1 0.0
O -0.5 -0.3 -0.1
C 0.7 1.0 0.2
O 0.0 -0.5 0.0
H -0.1 -0.2 0.1
H -0.1 -0.2 -0.2
H 0.1 -0.1 0.0
H 0.0 -0.1 0.0
H -0.2 0.2 0.0
H 0.0 -0.1 -0.1
H 0.1 0.1 0.0
C -0.4 -0.4 0.0
C 0.1 0.0 0.1
H 0.0 0.0 0.0
C 0.0 0.1 0.2
H 0.0 0.0 0.0
C 0.0 0.2 -0.4
H 0.1 0.0 0.0
O 0.0 -0.2 0.3
H -0.1 0.0 0.0
H 0.0 0.0 -0.1
H -0.1 0.0 0.0
H 0.1 0.0 0.0

Here are the natural (NBO) charges for atoms 1 to 8, given in e: -0.61, 0.22, 0.21, 0.21, -0.06, -0.64, 0.79, -0.67

Density functional theory data (the ωB97M-V functional and the def2-TZVPD basis) for a molecular structure, C33H42N3O7RbS3.

Summary:
2S+1: 1
Total energy in hartree: -3192.40029
Molar mass in g/mol: 774.382
Lowest unoccupied orbital energy in eV: 0.26
Largest force on an atom in eV/A: 0.4

Geometry (Å):
Rb (-1.107, 0.360, -0.126)
O (-1.488, 0.519, 2.679)
S (-1.786, -0.049, 4.017)
C (-2.785, -1.552, 3.742)
C (-2.134, -2.562, 2.812)
C (-3.067, -3.713, 2.423)
C (-4.171, -3.387, 1.418)
S (-3.664, -2.827, -0.246)
O (-3.169, -1.426, -0.075)
C (-2.245, -3.908, -0.489)
C (-2.482, -5.234, -0.828)
C (-1.406, -6.090, -1.015)
C (-0.108, -5.615, -0.877)
C (0.120, -4.283, -0.557)
C (-0.954, -3.427, -0.367)
C (-0.286, -0.886, 4.546)
C (0.737, -1.066, 3.632)
C (1.884, -1.736, 4.030)
C (2.003, -2.204, 5.333)
C (0.975, -2.002, 6.246)
C (-0.177, -1.335, 5.854)
H (-3.727, -1.171, 3.340)
H (-2.986, -1.970, 4.732)
H (-1.256, -2.985, 3.301)
H (-1.778, -2.039, 1.925)
H (-3.553, -4.104, 3.323)
H (-2.471, -4.535, 2.024)
H (-4.819, -2.571, 1.745)
H (-4.807, -4.262, 1.261)
H (-3.497, -5.599, -0.947)
H (-1.583, -7.125, -1.276)
H (0.728, -6.287, -1.028)
H (1.119, -3.883, -0.442)
H (-0.764, -2.395, -0.120)
H (0.633, -0.704, 2.617)
H (2.677, -1.896, 3.311)
H (2.902, -2.722, 5.641)
H (1.073, -2.357, 7.264)
H (-0.981, -1.161, 6.561)
C (-1.704, 0.133, -5.213)
S (-1.858, 0.555, -3.469)
O (-0.618, 0.004, -2.848)
C (-1.603, 2.321, -3.603)
C (-2.663, 3.146, -3.949)
C (-2.463, 4.517, -3.995)
C (-1.219, 5.048, -3.672)
C (-0.175, 4.211, -3.301)
C (-0.364, 2.837, -3.264)
H (-0.712, 0.440, -5.543)
H (-2.479, 0.629, -5.797)
H (-1.810, -0.948, -5.282)
H (-3.640, 2.727, -4.165)
H (-3.280, 5.172, -4.267)
H (-1.071, 6.120, -3.697)
H (0.786, 4.618, -3.015)
H (0.427, 2.174, -2.934)
C (-2.664, 5.163, 0.275)
C (-1.832, 3.940, -0.043)
N (-0.497, 4.089, 0.032)
O (-2.384, 2.883, -0.334)
H (-2.085, 6.085, 0.317)
H (-3.152, 5.005, 1.238)
H (-3.441, 5.250, -0.481)
H (-0.115, 4.994, 0.238)
H (0.163, 3.357, -0.240)
C (4.471, 2.584, 1.281)
C (4.593, 2.579, -0.239)
C (3.850, 1.402, -0.895)
C (4.005, 1.467, -2.429)
C (3.268, 0.350, -3.163)
C (4.495, 0.110, -0.424)
O (5.683, -0.111, -0.542)
N (3.652, -0.824, 0.115)
C (2.252, -0.721, 0.172)
O (1.619, -1.723, 0.510)
N (1.666, 0.457, -0.088)
C (2.357, 1.495, -0.566)
O (1.802, 2.580, -0.806)
H (4.998, 3.435, 1.715)
H (4.899, 1.678, 1.717)
H (3.425, 2.646, 1.591)
H (5.641, 2.518, -0.536)
H (4.172, 3.494, -0.655)
H (5.074, 1.422, -2.648)
H (3.636, 2.443, -2.750)
H (3.649, -0.631, -2.866)
H (3.402, 0.433, -4.242)
H (2.194, 0.361, -2.958)
H (4.053, -1.726, 0.329)

Atomic forces in eV per Å
Rb -0.2 0.2 0.3
O -0.1 0.1 -0.3
S 0.1 -0.3 0.3
C 0.0 0.0 0.0
C 0.0 0.0 0.0
C -0.1 0.1 0.0
C 0.1 -0.1 0.0
S 0.0 0.0 0.1
O 0.0 -0.3 0.0
C -0.1 0.1 0.0
C -0.1 -0.1 0.0
C -0.1 0.0 0.0
C 0.0 0.1 0.0
C 0.0 -0.1 0.0
C -0.1 0.1 0.0
C -0.1 0.0 0.0
C 0.0 0.0 -0.1
C 0.0 0.0 0.1
C 0.0 0.0 0.0
C 0.0 0.0 0.0
C 0.0 0.0 0.0
H 0.0 0.0 0.0
H 0.0 0.0 0.0
H 0.0 0.0 0.0
H 0.0 0.0 0.0
H 0.0 0.0 0.0
H 0.0 0.0 0.0
H 0.0 0.0 0.0
H 0.0 0.0 -0.1
H 0.0 0.0 0.0
H 0.0 0.0 0.0
H 0.0 0.0 0.0
H 0.0 0.0 0.0
H 0.0 0.0 0.0
H 0.0 0.0 0.0
H 0.0 0.0 0.0
H 0.0 0.0 0.0
H 0.0 0.0 0.0
H 0.0 0.0 0.0
C 0.0 0.1 0.0
S 0.0 0.0 -0.3
O 0.1 -0.1 0.0
C 0.0 0.1 0.0
C 0.0 0.0 0.0
C 0.0 0.0 0.0
C 0.0 0.0 0.0
C 0.0 0.0 0.0
C 0.0 -0.1 0.0
H 0.0 0.0 0.0
H 0.0 0.0 0.1
H 0.0 0.0 0.0
H 0.0 0.0 0.0
H 0.0 0.0 0.0
H 0.0 0.0 0.0
H 0.0 0.0 0.0
H 0.0 0.0 0.0
C 0.0 0.0 0.0
C -0.1 0.0 0.0
N -0.1 0.0 0.0
O 0.2 0.0 -0.1
H 0.0 0.0 0.0
H 0.0 0.0 0.0
H 0.0 0.0 0.0
H 0.0 0.0 0.0
H 0.0 0.0 0.0
C 0.0 0.0 0.0
C 0.0 -0.1 0.0
C 0.0 0.0 0.1
C 0.0 -0.1 0.0
C 0.0 -0.1 0.0
C -0.1 0.0 -0.1
O 0.0 0.0 0.0
N 0.0 -0.1 -0.1
C 0.0 0.1 0.2
O 0.1 0.0 0.0
N 0.1 0.1 0.0
C 0.1 0.0 0.0
O 0.0 0.0 0.0
H 0.0 0.0 0.0
H 0.0 0.0 0.0
H 0.0 0.0 0.0
H 0.0 0.0 0.0
H 0.0 0.0 0.0
H 0.0 0.0 0.0
H 0.0 0.0 0.0
H 0.0 0.0 0.0
H 0.0 0.0 0.0
H 0.0 0.0 0.0
H 0.0 0.0 0.0

Here are the Löwdin charges for atoms 1 to 8, given in e: 0.95, -0.61, 0.98, -0.31, -0.23, -0.21, -0.31, 0.99